Here is C30H34NO8OsS as an isolated structure at a distorted geometry from OMol25. Energies are from ωB97M-V/def2-TZVPD.

Properties
M: 758.90 g mol⁻¹
Expectation value of S²: 6.03
Lowest unoccupied orbital energy (spin up / spin down): 1.5855 / 1.4673 eV
Spin multiplicity: 5
Energy above the lowest of the compared OMol25 structures with the same formula, charge and spin: 10.8 kcal per mole
Largest force on an atom: 6.3 eV/Å
Net charge: -1
Gap between HOMO and LUMO (spin up / spin down): 2.24 / 6.08 eV
HOMO energy (spin up / spin down): -0.7 / -4.6 eV

Each line ends with the Mulliken charge.
Geometry (Å):
C1 0.05109 -0.70161 -5.17072  2.650
C2 -0.33794 -1.28009 -3.80829  -1.756
C3 -0.02700 0.82429 -4.99659  -1.853
C4 -1.16836 1.03502 -4.02821  -0.076
H1 -0.19285 1.33296 -5.95251  0.339
H2 0.92346 1.15318 -4.55328  0.500
C5 -1.47271 -0.37191 -3.35541  0.661
H3 0.53785 -1.16114 -3.15578  0.438
H4 -0.63096 -2.33800 -3.84216  0.509
C6 -1.57775 -0.06947 -1.86027  -0.973
H5 -2.44284 -0.74035 -3.74223  0.477
H6 -2.08418 1.36508 -4.55718  0.448
C7 -0.98920 1.96953 -2.76904  1.623
C8 1.48625 -1.03309 -5.61987  -0.224
C9 -1.01114 -1.15175 -6.27852  0.140
O1 -1.41386 -0.34042 -7.09336  -0.582
O2 2.35907 -1.40063 -4.83949  -0.648
O3 1.66401 -0.82642 -6.92553  -0.260
O4 -1.46451 -2.43570 -6.14876  -0.333
C10 -0.78680 -3.56392 -6.76827  -0.598
H7 -0.47157 -4.24485 -5.96153  0.259
H8 0.08386 -3.24427 -7.36258  0.256
H9 -1.52917 -4.05735 -7.40565  0.264
C11 2.89659 -1.30465 -7.45897  -0.767
H10 3.76280 -0.88831 -6.92397  0.304
H11 2.89871 -0.98899 -8.50560  0.260
H12 2.92798 -2.40555 -7.39466  0.330
O5 -1.74754 1.36207 -1.68015  -0.515
H13 -0.64922 -0.38983 -1.33134  0.182
H14 -2.44239 -0.55716 -1.38203  0.208
C12 -1.58987 3.35029 -3.02541  -1.689
C13 0.47843 2.10746 -2.32732  -1.882
H15 1.06331 2.71768 -3.03426  0.376
H16 0.96785 1.12626 -2.20549  0.276
H17 0.48415 2.61516 -1.34677  0.477
H18 -1.39142 4.00291 -2.16174  0.407
H19 -2.67812 3.26096 -3.15842  0.408
H20 -1.14937 3.80932 -3.92434  0.314
Os1 -0.12767 -0.57025 2.70576  1.296
C14 -1.96451 -0.46340 3.92083  -0.510
C15 -2.42856 -0.23900 2.59240  -0.815
C16 -2.11961 -1.39796 1.81828  -0.045
H21 -2.94732 0.65503 2.24503  0.480
C17 -1.44709 -2.33171 2.66247  -0.777
C18 -1.34323 -1.75784 3.96669  -0.476
H22 -0.94735 -2.24581 4.86050  0.508
H23 -2.08391 0.20637 4.77091  0.605
H24 -2.38162 -1.54938 0.76767  0.321
H25 -1.12589 -3.33930 2.38112  0.438
C19 2.05164 0.32843 3.01689  -0.455
C20 1.64090 -0.65327 3.99196  -0.505
C21 1.45277 -1.89458 3.31442  -0.824
H26 1.57302 -0.49432 5.06995  0.754
C22 1.71401 -1.67422 1.92363  -0.537
C23 2.08368 -0.30431 1.74434  -0.621
H27 2.34936 0.18363 0.80406  0.460
H28 2.26542 1.38163 3.21647  0.481
H29 1.23151 -2.84978 3.79183  0.572
H30 1.71214 -2.44479 1.14876  0.437
O6 0.69646 4.82956 6.47948  -0.661
S1 1.40961 3.63903 6.16582  1.059
O7 2.82701 3.64853 6.02728  -0.663
N1 0.75633 2.98140 4.79864  -0.629
C24 0.19421 1.82703 4.78354  0.319
O8 -0.23403 1.35883 3.67125  -0.728
C25 0.16150 1.25216 6.21026  0.495
C26 -0.35440 0.03729 6.74026  0.616
C27 -0.26413 -0.25671 8.11264  -1.020
C28 0.36095 0.62939 8.99027  -0.599
C29 0.89636 1.83138 8.47262  -0.459
C30 0.79158 2.12786 7.09579  -0.724
H31 -0.85781 -0.70601 6.11082  0.212
H32 -0.69093 -1.19389 8.47938  0.357
H33 0.42428 0.38385 10.05093  0.339
H34 1.38871 2.52838 9.15274  0.349

=====

Here is C30H34O2P3PdS2 as an isolated structure at a distorted geometry from OMol25. Energies are from ωB97M-V/def2-TZVPD.

Properties
M: 690.08 g mol⁻¹
Expectation value of S²: 3.77
Lowest unoccupied orbital energy (spin up / spin down): 0.5323 / -1.7542 eV
Spin multiplicity: 4
Energy above the lowest of the compared OMol25 structures with the same formula, charge and spin: 25.5 kcal per mole
Largest force on an atom: 2.3 eV/Å
Gap between HOMO and LUMO (spin up / spin down): 7.26 / 5.62 eV
HOMO energy (spin up / spin down): -6.7 / -7.4 eV

Each line ends with the Mulliken charge.
Geometry (Å):
Pd1 -0.21643 0.63759 0.72524  -0.694
C1 -0.08750 -1.45462 -2.00509  -1.616
C2 0.24187 -0.06909 -2.53474  -1.560
P1 0.93240 1.12350 -1.28285  2.221
C3 2.64093 0.60598 -0.95477  0.896
C4 2.83241 -0.66297 -0.41080  -0.501
C5 4.09609 -1.09134 -0.05983  -1.124
C6 5.17578 -0.23681 -0.20787  -0.585
C7 4.98229 1.05608 -0.67018  -0.715
C8 3.72173 1.48252 -1.04728  -0.745
C9 1.13467 2.53234 -2.41825  0.324
C10 1.96730 2.39568 -3.52637  -0.183
C11 2.08588 3.43136 -4.43075  -0.821
C12 1.37664 4.60732 -4.23804  -0.484
C13 0.55963 4.74883 -3.13050  -0.646
C14 0.43882 3.71464 -2.21786  -0.174
P2 -1.03570 -1.48243 -0.38821  0.872
C15 -2.49091 -0.43275 -0.75782  0.508
C16 -2.98398 0.37788 0.27043  -0.742
C17 -4.04264 1.24044 0.02634  -0.652
C18 -4.60349 1.29794 -1.23936  -0.527
C19 -4.13918 0.47279 -2.25126  -0.729
C20 -3.09271 -0.39787 -2.01130  -0.422
C21 -1.80863 -3.12572 -0.63517  0.432
C22 -1.02805 -4.18563 -1.08446  -0.510
C23 -1.60657 -5.40560 -1.37302  -0.696
C24 -2.96345 -5.59644 -1.17499  -0.505
C25 -3.73071 -4.56628 -0.65916  -0.676
C26 -3.16039 -3.33687 -0.38409  -0.516
H1 0.83587 -2.01403 -1.82687  0.630
H2 -0.67071 -2.00798 -2.74583  0.904
H3 -0.67502 0.42481 -2.88225  0.491
H4 0.92451 -0.13841 -3.38788  0.681
H5 1.97888 -1.30169 -0.21899  0.492
H6 4.22041 -2.06859 0.38003  0.461
H7 6.16475 -0.56867 0.06886  0.385
H8 5.81943 1.73868 -0.71545  0.416
H9 3.57660 2.49610 -1.39668  0.442
H10 2.53409 1.48584 -3.66785  0.348
H11 2.73436 3.32437 -5.28748  0.402
H12 1.46916 5.41272 -4.95205  0.391
H13 0.01721 5.66790 -2.97572  0.435
H14 -0.18749 3.81773 -1.34150  0.119
H15 -2.57522 0.28744 1.28702  0.659
H16 -4.41711 1.88223 0.81276  0.471
H17 -5.42122 1.97404 -1.43577  0.404
H18 -4.58779 0.51535 -3.23285  0.421
H19 -2.75037 -1.06141 -2.79305  0.474
H20 0.03368 -4.05528 -1.22785  0.341
H21 -0.99485 -6.20416 -1.76201  0.405
H22 -3.41765 -6.54612 -1.41525  0.383
H23 -4.78441 -4.71535 -0.47941  0.407
H24 -3.77643 -2.53566 0.00019  0.425
C27 2.47088 0.62122 5.34054  -1.046
C28 2.62746 1.20009 3.94269  -0.312
O1 1.44614 1.12486 3.15569  -0.440
P3 0.73990 -0.25625 2.65637  0.699
S1 -0.92062 2.82392 1.07570  -0.267
S2 2.10144 -1.71884 2.60460  -0.488
O2 -0.17333 -0.75463 3.91869  -0.285
C29 -1.00910 0.12681 4.65222  0.025
C30 -2.38184 -0.49191 4.87739  -1.309
H25 3.40042 0.74872 5.89141  0.433
H26 2.24614 -0.44337 5.27998  0.279
H27 1.68009 1.12587 5.89368  0.195
H28 3.44400 0.68196 3.42494  0.298
H29 2.85564 2.26900 3.98173  0.353
H30 -1.08692 1.09253 4.13483  0.277
H31 -0.52619 0.29477 5.62228  0.221
H32 -2.92916 -0.57982 3.94232  0.225
H33 -2.95511 0.12904 5.56314  0.396
H34 -2.27660 -1.48430 5.30970  0.329